Entry 1:
Density functional theory data (ωB97M-V/def2-TZVPD) for a cluster of 5 separate species, C24H49F3N3O7S in total.

The geometry in XYZ format:
```
87
Properties=species:S:1:pos:R:3:forces:R:3:lowdin_charge:R:1
C 3.156 1.994 0.311 0.302 -0.595 0.267 -0.100
C 1.734 1.379 0.732 -0.030 -0.386 -0.400 -0.224
C 0.521 2.433 0.709 1.049 -0.029 1.912 -0.212
O 0.321 3.099 -0.561 -0.762 -1.896 0.039 -0.154
C -0.068 2.196 -1.608 0.543 -0.180 -1.195 -0.166
C -1.445 1.426 -1.360 -2.912 -2.483 1.313 0.020
C -1.517 0.116 -0.492 -3.340 2.197 -2.011 0.139
C -2.951 -0.500 -0.296 2.351 1.564 -1.337 -0.055
C -3.229 -1.804 0.598 -0.785 2.068 0.210 -0.039
C -3.675 -1.230 2.054 0.258 -0.849 1.939 -0.342
C -4.592 0.061 2.273 0.465 0.512 0.278 -0.040
N -3.273 -1.893 3.116 -1.037 1.870 -2.704 0.122
N -4.043 0.155 -0.958 2.215 -1.896 1.441 0.054
N -4.069 1.225 -1.732 3.836 1.737 -0.020 0.130
C -2.848 1.886 -1.941 1.182 -2.195 2.487 -0.137
S -2.936 3.438 -3.002 -3.548 -0.812 -7.681 0.858
O -1.949 3.435 -4.130 -0.729 -0.029 4.292 -0.288
O -4.315 3.452 -3.638 3.516 -0.004 3.398 -0.303
C -2.878 4.976 -1.931 -1.536 3.116 2.949 -0.431
F -1.816 5.006 -1.014 -2.334 0.016 -2.719 0.093
F -4.077 4.937 -1.147 2.986 -0.222 -1.862 0.054
F -2.990 6.168 -2.696 0.979 -3.836 1.941 0.107
H 3.973 1.398 0.868 -1.258 1.043 -0.961 0.090
H 3.349 1.816 -0.800 -0.302 0.446 1.498 0.064
H 3.281 3.106 0.555 -0.356 -1.617 -0.327 0.090
H 1.805 0.880 1.773 -0.292 1.056 -1.542 0.125
H 1.536 0.500 0.004 0.200 1.281 1.148 0.085
H -0.447 1.975 1.153 1.327 0.606 -0.994 0.116
H 0.814 3.263 1.460 -0.534 -1.152 -1.404 0.146
H 0.727 1.378 -1.812 -1.250 1.148 0.549 0.142
H -0.090 2.821 -2.580 -0.358 -1.023 1.646 0.142
H -0.577 -0.360 -0.027 -1.774 0.834 -0.797 0.134
H -4.136 -2.355 0.159 1.448 0.619 0.423 0.104
H -2.290 -2.447 0.693 -1.455 0.982 -0.172 0.140
H -5.699 -0.168 2.434 1.557 0.001 -0.344 0.102
H -4.521 0.854 1.457 -0.057 -1.099 1.015 0.065
H -4.218 0.578 3.249 -0.727 -0.874 -1.712 0.080
H -3.671 -1.376 3.920 0.331 -0.560 -0.203 0.052
H -4.970 -0.299 -0.795 0.744 0.540 -0.404 0.189
C 4.013 -1.051 -3.100 -0.263 0.099 -0.057 -0.064
C 5.107 -0.208 -2.464 0.265 -0.661 -0.181 -0.506
C 6.437 -0.399 -3.175 0.176 0.171 -0.081 -0.058
O 5.246 -0.569 -1.091 -0.213 0.218 0.254 -0.065
H 4.256 -2.117 -3.040 0.104 0.083 -0.072 0.085
H 3.064 -0.913 -2.572 0.042 0.057 -0.035 0.063
H 3.870 -0.786 -4.151 -0.001 -0.066 0.056 0.082
H 4.822 0.848 -2.495 0.032 -0.061 0.215 0.126
H 6.764 -1.442 -3.116 -0.087 0.025 -0.033 0.078
H 7.216 0.203 -2.700 -0.111 -0.002 -0.049 0.079
H 6.366 -0.114 -4.228 0.021 -0.030 0.053 0.085
H 5.499 -1.502 -1.053 0.044 0.185 -0.057 0.092
C 11.277 -2.671 -3.695 -0.017 -0.131 -0.285 -0.064
C 10.133 -1.814 -3.177 0.559 -0.140 0.452 -0.506
C 10.644 -0.679 -2.303 -0.144 0.275 -0.008 -0.063
O 9.235 -2.626 -2.423 -0.367 -0.032 -0.063 -0.070
H 11.828 -3.129 -2.867 0.001 0.155 0.018 0.083
H 10.896 -3.489 -4.312 0.007 0.124 0.005 0.081
H 11.975 -2.079 -4.293 -0.013 -0.065 0.057 0.082
H 9.570 -1.404 -4.020 -0.136 -0.138 0.135 0.135
H 11.172 -1.068 -1.427 0.067 -0.054 -0.125 0.083
H 9.810 -0.078 -1.929 0.053 -0.029 -0.093 0.070
H 11.322 -0.027 -2.859 -0.020 -0.038 0.076 0.083
H 9.723 -2.994 -1.674 -0.047 0.082 -0.162 0.089
C -3.640 1.968 7.425 -0.097 -0.251 0.184 -0.058
C -3.439 1.709 5.940 0.087 0.753 0.325 -0.509
C -2.256 2.495 5.397 0.184 -0.126 -0.196 -0.062
O -4.621 2.078 5.230 -0.108 -0.273 -0.310 -0.073
H -3.847 3.026 7.612 0.138 -0.020 -0.083 0.086
H -4.499 1.406 7.800 0.119 -0.011 -0.052 0.084
H -2.756 1.679 7.999 -0.073 0.055 -0.013 0.085
H -3.279 0.640 5.772 -0.179 0.044 -0.086 0.128
H -2.416 3.572 5.514 -0.008 -0.077 0.130 0.086
H -2.130 2.309 4.326 0.018 -0.049 0.067 0.065
H -1.331 2.222 5.910 -0.051 0.062 -0.042 0.085
H -4.773 3.022 5.373 0.020 -0.176 0.015 0.095
C -8.534 -3.583 0.361 -0.132 0.281 -0.039 -0.057
C -7.318 -3.787 -0.528 -0.369 -0.609 0.426 -0.487
C -6.836 -5.228 -0.485 0.214 -0.062 -0.215 -0.057
O -6.263 -2.921 -0.098 0.564 0.582 -0.021 -0.101
H -8.296 -3.808 1.405 0.021 -0.140 -0.083 0.085
H -8.862 -2.540 0.329 -0.018 -0.103 -0.077 0.081
H -9.363 -4.220 0.046 0.074 0.050 0.055 0.088
H -7.565 -3.513 -1.557 0.204 0.155 0.111 0.142
H -6.540 -5.511 0.530 -0.159 0.035 0.009 0.086
H -5.955 -5.358 -1.120 -0.128 0.003 -0.023 0.081
H -7.616 -5.915 -0.825 0.076 0.048 0.055 0.088
H -6.038 -3.157 0.813 -0.258 -0.096 -0.110 0.083
```
Forces are in eV/Å.

The LUMO energy is -0.1987 Ha. As for the molecular weight: 580.73 Da. The value obtained for the relative energy (zero: lowest compared OMol25 entry of this formula, charge and spin) is 145.1 kcal per mole. Its charge is +1. Its gap between HOMO and LUMO is 6.1 eV.

---

Entry 2:
Density functional theory data (ωB97M-V/def2-TZVPD) for the molecule C2H6N2OS2.

The geometry in XYZ format:
```
13
Properties=species:S:1:pos:R:3:forces:R:3:lowdin_charge:R:1
C -0.953 1.391 0.730 -0.114 0.340 0.751 -0.391
C 0.192 -0.810 -0.419 -0.536 -0.962 1.544 -0.642
H -0.192 1.236 1.594 -0.820 0.553 -2.019 0.080
H -1.234 2.496 0.538 0.176 -1.930 0.847 0.063
H -1.766 0.670 0.944 -0.062 1.220 0.428 0.015
H 1.843 -2.087 -0.459 -0.340 2.352 -0.095 0.126
H 2.849 0.892 -0.953 -0.068 -0.507 0.010 -0.132
H -1.971 -0.601 -0.799 0.216 -1.927 2.412 0.071
N 1.605 -1.042 -0.493 -2.425 -2.874 -0.967 -0.518
N -0.609 -1.699 0.154 1.594 2.703 -2.081 -0.011
O -1.927 -1.315 0.015 -0.774 0.743 -1.809 -0.209
S -0.515 0.830 -0.945 2.008 -1.046 0.167 0.829
S 2.678 0.040 0.095 1.145 1.335 0.813 0.719
```
Forces are in eV/Å.

The LUMO energy is 0.0187 Ha. As for the molecular weight: 138.22 Da. The value obtained for the relative energy (zero: lowest compared OMol25 entry of this formula, charge and spin) is 71.6 kcal per mole. Its gap between HOMO and LUMO is 9.3 eV. Its SMILES is CS/C(=N\O)NS.

---

Entry 3:
Density functional theory data (ωB97M-V/def2-TZVPD) for a structure of composition C37H56FN3O2Ti.

The geometry in XYZ format:
```
100
Properties=species:S:1:pos:R:3:forces:R:3:lowdin_charge:R:1
Ti 0.243 -0.274 0.202 -0.162 0.094 0.018 1.225
C 1.956 -0.404 1.725 -0.014 -0.026 -0.050 -0.041
C 0.919 -1.254 2.233 0.024 0.005 -0.083 -0.132
C -0.209 -0.390 2.533 0.002 -0.028 -0.005 -0.131
C 0.182 0.918 2.165 -0.020 0.002 0.007 -0.053
C 1.531 0.936 1.711 0.007 -0.014 0.008 -0.219
C 2.380 2.179 1.533 -0.007 0.006 0.001 -0.528
C 3.717 1.866 0.865 -0.001 -0.002 0.000 -0.017
C 1.643 3.257 0.739 0.010 -0.019 -0.019 -0.020
C 2.639 2.692 2.962 -0.003 0.004 -0.006 -0.011
C -1.582 -0.663 3.154 0.000 -0.005 -0.018 -0.508
C -1.382 -1.121 4.607 0.005 0.005 0.011 -0.013
C -2.419 -1.677 2.360 -0.005 -0.025 -0.006 -0.019
C -2.404 0.634 3.210 0.010 -0.015 -0.018 -0.045
C 1.278 -2.711 2.562 -0.018 0.009 0.011 -0.503
C 2.274 -3.272 1.533 -0.010 0.007 0.005 -0.028
C 0.132 -3.722 2.652 0.039 -0.038 0.033 -0.037
C 1.989 -2.642 3.929 0.001 -0.008 -0.005 -0.006
H 2.935 -0.740 1.428 -0.005 -0.006 0.002 0.108
H -0.445 1.791 2.232 -0.006 -0.002 0.002 0.113
H 3.589 1.456 -0.138 0.003 0.008 0.007 0.069
H 4.305 1.166 1.462 0.003 -0.006 -0.003 0.092
H 4.300 2.783 0.779 0.000 0.002 0.003 0.106
H 1.490 2.944 -0.296 0.017 0.001 0.070 0.054
H 2.241 4.169 0.722 -0.001 0.004 0.000 0.108
H 0.678 3.502 1.185 -0.009 0.003 -0.001 0.079
H 3.142 1.937 3.568 0.000 0.001 -0.002 0.101
H 1.709 2.971 3.461 0.000 -0.001 0.002 0.094
H 3.279 3.574 2.919 0.000 0.000 -0.001 0.101
H -0.853 -2.067 4.688 -0.002 0.006 0.002 0.062
H -2.354 -1.243 5.085 -0.002 -0.001 0.000 0.102
H -0.822 -0.373 5.171 0.002 -0.001 0.003 0.104
H -1.921 -2.629 2.215 -0.080 0.098 -0.007 0.053
H -2.684 -1.278 1.378 -0.007 0.010 -0.016 0.075
H -3.349 -1.869 2.897 -0.007 0.005 0.001 0.105
H -1.929 1.397 3.829 0.002 0.001 0.002 0.099
H -3.375 0.413 3.652 -0.001 -0.002 0.001 0.102
H -2.579 1.045 2.212 0.012 -0.004 0.005 0.067
H 1.862 -3.270 0.521 0.000 -0.002 0.006 0.079
H 2.494 -4.307 1.791 0.003 -0.002 0.004 0.106
H 3.225 -2.742 1.525 -0.007 0.014 0.001 0.072
H -0.371 -3.861 1.696 0.018 -0.012 0.008 0.077
H -0.606 -3.476 3.408 0.044 -0.022 -0.001 0.067
H 0.561 -4.684 2.932 0.007 -0.004 -0.001 0.103
H 2.870 -1.999 3.883 -0.001 0.001 -0.001 0.098
H 2.314 -3.642 4.218 0.000 -0.001 0.000 0.104
H 1.331 -2.261 4.710 0.004 0.000 -0.002 0.084
C -4.609 0.625 -2.047 -0.002 0.004 -0.005 0.020
O -3.390 0.081 -1.486 0.023 0.013 -0.024 0.047
C -2.557 0.833 -0.828 -0.058 -0.060 0.043 -0.509
O -1.542 0.270 -0.354 0.113 0.074 0.079 -0.045
N -2.796 2.132 -0.663 0.003 0.009 -0.010 0.067
N -1.929 2.910 0.110 0.020 0.010 -0.046 0.102
H -5.107 -0.220 -2.508 0.001 0.000 0.000 0.114
H -4.372 1.369 -2.807 -0.001 -0.001 -0.001 0.108
H -5.237 1.034 -1.256 0.002 0.000 0.001 0.112
H -3.612 2.549 -1.090 0.001 0.005 0.002 0.156
H -2.454 3.343 0.863 0.001 0.004 -0.002 0.118
H -1.512 3.631 -0.469 -0.001 0.002 -0.006 0.097
C -0.432 1.321 -3.517 0.003 0.013 -0.005 -0.029
C 0.479 2.024 -2.505 -0.012 -0.014 -0.051 -0.380
C 0.415 3.532 -2.745 -0.012 0.016 0.005 -0.067
C 1.898 1.467 -2.527 0.010 -0.019 0.019 -0.138
C 2.935 2.205 -3.082 0.004 0.007 -0.010 -0.011
C 4.225 1.697 -3.142 0.007 0.002 0.003 -0.026
C 4.501 0.440 -2.641 0.004 -0.012 -0.009 -0.012
C 3.503 -0.339 -2.061 0.004 0.011 -0.016 -0.144
C 3.867 -1.702 -1.502 0.003 -0.009 -0.009 -0.361
C 4.314 -2.658 -2.612 0.000 -0.002 0.007 -0.032
C 4.966 -1.596 -0.440 0.000 0.006 -0.011 -0.046
C 2.207 0.191 -2.015 0.015 0.005 0.050 -0.179
N 1.150 -0.589 -1.423 0.011 0.006 0.058 -0.036
C 0.684 -1.712 -2.141 -0.010 -0.004 -0.036 -0.229
C 0.940 -1.998 -3.480 0.021 0.025 0.017 -0.003
C 0.378 -3.126 -4.060 0.005 -0.006 -0.007 -0.034
C -0.445 -3.982 -3.337 0.004 -0.004 0.002 -0.038
C -0.723 -3.720 -2.000 0.019 -0.019 0.017 0.024
C -0.141 -2.600 -1.479 -0.014 -0.015 -0.013 -0.157
F -0.358 -2.254 -0.119 -0.004 -0.011 -0.034 -0.026
H -1.414 1.802 -3.540 0.000 -0.004 0.005 0.080
H -0.576 0.264 -3.299 0.019 -0.050 0.016 0.065
H -0.013 1.401 -4.521 0.001 0.000 0.006 0.105
H 0.069 1.848 -1.501 -0.035 -0.002 0.029 0.078
H 0.712 3.782 -3.764 -0.006 -0.001 -0.003 0.095
H 1.049 4.098 -2.061 -0.015 -0.005 -0.024 0.082
H -0.615 3.881 -2.637 0.007 -0.002 0.019 0.077
H 2.746 3.191 -3.479 0.000 -0.010 -0.002 0.113
H 5.015 2.291 -3.582 0.002 -0.002 -0.001 0.121
H 5.511 0.056 -2.693 0.002 -0.002 0.001 0.124
H 2.982 -2.127 -1.025 0.013 -0.002 -0.001 0.098
H 5.213 -2.286 -3.105 -0.002 -0.001 0.001 0.089
H 3.545 -2.791 -3.372 -0.008 0.004 -0.006 0.069
H 4.549 -3.637 -2.193 0.000 -0.001 0.000 0.092
H 5.907 -1.263 -0.879 0.002 0.004 -0.001 0.089
H 5.147 -2.571 0.012 0.004 -0.001 -0.003 0.088
H 4.711 -0.886 0.349 0.018 -0.002 -0.009 0.055
H 1.575 -1.334 -4.052 0.000 0.000 -0.003 0.135
H 0.586 -3.341 -5.099 -0.001 0.000 0.000 0.124
H -0.870 -4.857 -3.808 0.001 -0.001 0.000 0.122
H -1.351 -4.361 -1.396 -0.003 0.002 -0.001 0.137
```
Forces are in eV/Å.

The LUMO energy (spin up / spin down) is -0.2510 / -0.2510 Ha. As for the molecular weight: 641.74 Da. The value obtained for the relative energy (zero: lowest compared OMol25 entry of this formula, charge and spin) is 0.1 kcal per mole. Its charge is +2. Its gap between HOMO and LUMO (spin up / spin down) is 7.0 / 7.0 eV.

---

Q: The highest relative energy (zero: lowest compared OMol25 entry of this formula, charge and spin) belongs to which entry?
A: C24H49F3N3O7S